No. 1
ORCA calculation (wB97M-V/def2-TZVPD) on an isolated ion of composition C17H29BN5O5S and charge +1 at a distorted geometry.

The frontier orbital gap is 7.8629 eV. As for the charge: +1. The value obtained for the lowest unoccupied orbital energy is -3.28 eV. As for the SMILES: C[C@@H](Cc1c(B(N)O)n(CCCS(=O)(=O)O)c(CN)[n+]1N)OCc1ccccc1.

Cartesian coordinates (Å):
C: 1.220 1.660 3.225
C: 1.236 0.170 2.676
C: 2.158 0.222 1.343
C: 1.218 0.535 0.151
C: 0.969 1.752 -0.604
B: 1.682 3.161 -0.395
N: 1.361 4.245 -1.371
O: 2.603 3.456 0.639
N: -0.039 1.418 -1.567
C: -0.684 2.301 -2.563
C: 0.083 2.400 -3.937
C: -0.982 2.606 -5.082
S: -1.881 1.066 -5.561
O: -1.039 -0.120 -5.367
O: -2.183 1.164 -6.985
O: -3.328 1.012 -4.785
C: -0.373 0.103 -1.448
C: -1.403 -0.778 -2.206
N: -0.806 -2.026 -2.762
N: 0.378 -0.434 -0.428
N: 0.436 -1.721 0.090
O: 1.748 -0.701 3.676
C: 1.629 -2.086 3.340
C: 0.355 -2.780 3.910
C: -0.762 -3.222 3.057
C: -1.947 -3.907 3.603
C: -2.082 -4.193 5.024
C: -0.980 -3.749 5.893
C: 0.197 -3.078 5.348
H: 0.325 1.880 3.855
H: 2.200 1.925 3.691
H: 1.117 2.307 2.304
H: 0.199 -0.103 2.339
H: 2.879 1.072 1.443
H: 2.725 -0.735 1.225
H: 2.241 4.729 -1.577
H: 0.782 4.937 -0.880
H: 3.500 3.165 0.379
H: -0.807 3.313 -2.095
H: -1.733 1.926 -2.738
H: 0.681 3.356 -3.902
H: 0.811 1.572 -4.122
H: -1.777 3.286 -4.654
H: -0.558 3.013 -6.034
H: -3.521 0.113 -4.449
H: -2.195 -1.107 -1.470
H: -1.871 -0.182 -3.022
H: -1.389 -2.799 -2.418
H: -1.001 -2.021 -3.773
H: 1.353 -2.091 -0.173
H: -0.327 -2.301 -0.254
H: 1.685 -2.316 2.247
H: 2.514 -2.605 3.812
H: -0.763 -3.092 1.948
H: -2.762 -4.229 2.903
H: -2.976 -4.718 5.429
H: -1.107 -3.962 6.983
H: 0.993 -2.810 6.090

No. 2
ORCA calculation (wB97M-V/def2-TZVPD) on a 11-piece molecular cluster, C17H29Br2Cl20NO overall at a distorted geometry.

The frontier orbital gap is 9.2819 eV. The value obtained for the lowest unoccupied orbital energy is 0.23 eV. As for the SMILES: C/C(Br)=C(/Br)[C@@H]1CCNC1=O.ClCCl.ClCCl.ClCCl.ClCCl.ClCCl.ClCCl.ClCCl.ClCCl.ClCCl.ClCCl.

Cartesian coordinates (Å):
C: -0.221 -2.662 2.640
C: 0.364 -3.367 1.346
Br: -0.031 -5.273 0.944
C: 1.205 -2.668 0.463
Br: 1.933 -3.654 -1.122
C: 1.676 -1.164 0.611
C: 3.042 -0.861 1.442
C: 2.964 0.757 1.300
N: 1.498 1.082 1.412
C: 0.624 -0.006 0.907
O: -0.622 0.017 0.798
H: -1.229 -2.145 2.461
H: 0.536 -1.965 3.135
H: -0.442 -3.480 3.420
H: 2.012 -0.903 -0.464
H: 2.804 -1.313 2.460
H: 3.817 -1.397 0.789
H: 3.398 0.938 0.261
H: 3.642 1.141 2.123
H: 1.228 1.434 2.348
Cl: 0.128 2.640 -2.567
C: -0.737 1.098 -2.487
Cl: 0.305 -0.264 -2.918
H: -1.105 0.953 -1.472
H: -1.574 1.131 -3.182
Cl: -3.869 -1.523 2.295
C: -4.427 0.029 1.659
Cl: -5.476 0.857 2.818
H: -3.562 0.658 1.453
H: -4.984 -0.145 0.740
Cl: 3.121 3.824 1.154
C: 1.827 4.491 0.157
Cl: 2.456 5.645 -1.026
H: 1.334 3.676 -0.372
H: 1.112 4.999 0.800
Cl: -1.378 -8.603 0.642
C: -1.759 -8.362 2.351
Cl: -1.254 -9.749 3.323
H: -1.240 -7.473 2.706
H: -2.834 -8.228 2.458
Cl: -5.469 5.539 0.279
C: -6.264 3.961 0.335
Cl: -5.154 2.653 -0.105
H: -6.628 3.787 1.346
H: -7.099 3.964 -0.363
Cl: 5.941 8.233 -3.360
C: 5.014 6.731 -3.274
Cl: 6.010 5.339 -3.715
H: 4.651 6.598 -2.256
H: 4.172 6.795 -3.961
Cl: -6.154 -5.207 5.531
C: -6.000 -4.365 3.985
Cl: -4.769 -5.118 2.965
H: -6.957 -4.399 3.467
H: -5.718 -3.330 4.172
Cl: -2.825 4.054 -1.042
C: -1.714 5.419 -1.202
Cl: -1.561 6.300 0.324
H: -0.734 5.047 -1.497
H: -2.095 6.097 -1.964
Cl: 5.441 -2.225 -1.020
C: 6.633 -0.930 -1.185
Cl: 6.861 -0.072 0.344
H: 7.583 -1.361 -1.494
H: 6.285 -0.224 -1.938
Cl: 0.996 -3.407 -4.529
C: 1.180 -2.565 -6.073
Cl: 2.350 -3.385 -7.115
H: 0.216 -2.538 -6.577
H: 1.527 -1.551 -5.882

No. 3
ORCA calculation (wB97M-V/def2-TZVPD) on C17H29Cl2CoN2O4 as an isolated structure at a distorted geometry.

The spin multiplicity is 5. The frontier orbital gap (spin up / spin down) is 8.9885 / 6.5061 eV. The value obtained for the lowest unoccupied orbital energy (spin up / spin down) is 0.42 / -2.05 eV.

Cartesian coordinates (Å):
O: -0.218 0.051 0.071
C: 0.578 -0.908 0.625
C: -0.145 -2.262 0.779
C: -1.529 -2.389 0.703
H: -2.135 -1.495 0.544
C: -2.145 -3.632 0.888
H: -3.225 -3.700 0.797
C: -1.376 -4.753 1.218
H: -1.852 -5.715 1.405
C: 0.015 -4.620 1.316
H: 0.632 -5.475 1.587
C: 0.624 -3.391 1.074
H: 1.707 -3.259 1.151
H: 1.451 -1.109 -0.030
C: 2.402 0.473 1.869
C: 1.209 -0.425 1.967
H: 3.044 0.327 2.751
H: 2.107 1.537 1.815
H: 2.991 0.214 0.976
C: 0.654 -0.797 3.131
C: 1.012 -0.280 4.489
H: -0.155 -1.530 3.130
H: 1.296 -1.113 5.152
H: 0.150 0.218 4.957
H: 1.837 0.443 4.451
Co: -1.002 1.486 1.096
Cl: -3.067 0.616 1.053
Cl: -0.326 2.410 2.911
H: -2.823 -2.038 -3.491
H: -4.456 0.028 -3.193
C: -2.463 -1.725 -2.499
C: -3.893 0.289 -2.287
N: -2.564 -0.286 -2.343
H: -1.414 -2.016 -2.389
C: -1.471 0.505 -2.419
O: -1.493 1.741 -2.363
H: -3.795 1.374 -2.209
H: -0.525 -0.057 -2.557
H: -3.063 -2.234 -1.735
H: -4.436 -0.111 -1.422
H: 3.089 4.790 -1.680
H: 3.168 3.032 -3.744
C: 3.283 3.877 -1.099
C: 3.200 2.243 -2.978
N: 2.654 2.721 -1.718
H: 2.885 3.999 -0.091
C: 1.464 2.289 -1.250
O: 0.927 2.760 -0.230
H: 2.604 1.387 -3.315
H: 1.004 1.480 -1.849
H: 4.365 3.717 -1.058
H: 4.249 1.945 -2.845
O: -1.709 3.125 0.017
H: -2.391 2.852 -0.627
H: -0.927 3.394 -0.501

No. 4
ORCA calculation (wB97M-V/def2-TZVPD) on C17H29CrN8O5S2 as an isolated structure.

The spin multiplicity is 4. The frontier orbital gap (spin up / spin down) is 8.2695 / 8.9824 eV. As for the charge: +2. The value obtained for the lowest unoccupied orbital energy (spin up / spin down) is -5.96 / -5.35 eV.

Cartesian coordinates (Å):
Cr: 0.085 0.801 -0.582
C: -1.153 2.984 2.972
C: -1.213 2.721 1.501
O: -0.754 1.652 1.030
N: -1.754 3.636 0.718
C: -1.992 3.400 -0.701
C: -0.783 3.517 -1.600
C: -0.494 4.721 -2.206
C: 0.510 4.791 -3.163
C: 1.142 3.622 -3.536
C: 0.816 2.449 -2.883
N: -0.087 2.395 -1.890
H: -1.172 2.038 3.506
H: -1.982 3.603 3.307
H: -0.219 3.498 3.209
H: -2.077 4.496 1.132
H: -2.733 4.126 -1.026
H: -2.430 2.410 -0.817
H: -1.075 5.597 -1.951
H: 0.764 5.734 -3.628
H: 1.894 3.600 -4.311
H: 1.300 1.526 -3.154
C: -1.090 -4.674 -3.650
C: -1.707 -3.381 -3.273
N: -2.771 -2.857 -3.798
N: -2.938 -1.692 -3.136
C: -2.016 -1.475 -2.197
S: -2.062 -0.135 -1.123
N: -1.216 -2.553 -2.281
N: -0.138 -2.840 -1.437
H: -1.681 -5.116 -4.448
H: -1.074 -5.364 -2.806
H: -0.071 -4.531 -4.015
H: -3.698 -1.074 -3.375
H: 0.305 -3.676 -1.803
H: 0.535 -2.072 -1.521
C: -0.218 -2.098 3.622
C: -0.556 -1.277 2.356
N: 0.655 -1.024 1.571
C: 1.339 -2.315 1.361
C: 1.937 -2.825 2.686
N: 1.272 -2.062 3.797
C: 1.743 -0.639 3.768
C: 1.556 -0.130 2.325
H: -0.506 -3.144 3.530
H: -0.672 -1.693 4.524
H: -1.012 -0.322 2.611
H: -1.265 -1.830 1.742
H: 2.124 -2.182 0.624
H: 0.602 -3.019 0.977
H: 3.007 -2.638 2.759
H: 1.753 -3.885 2.849
H: 1.518 -2.484 4.691
H: 2.785 -0.619 4.081
H: 1.147 -0.090 4.496
H: 2.504 -0.090 1.795
H: 1.143 0.874 2.338
O: 3.211 -0.728 -0.388
S: 2.562 0.311 -1.136
O: 1.896 1.323 -0.172
O: 1.201 -0.252 -1.712
O: 3.303 0.958 -2.161

No. 5
ORCA calculation (wB97M-V/def2-TZVPD) on C17H29CsN3OV as an isolated structure at a distorted geometry.

The frontier orbital gap (spin up / spin down) is 6.9851 / 6.8875 eV. As for the charge: +2. The value obtained for the lowest unoccupied orbital energy (spin up / spin down) is -8.45 / -8.53 eV.

Cartesian coordinates (Å):
N: 2.049 -0.332 -0.513
C: 2.887 -1.076 0.108
O: 3.676 -1.779 0.631
Cs: 0.760 1.553 -3.579
V: 0.178 -0.014 -0.570
N: -0.546 -1.575 -1.249
N: -0.032 1.714 -1.443
C: -0.614 -2.931 -0.633
C: 0.544 3.004 -0.887
C: 0.349 -3.880 -1.352
C: -2.034 -3.501 -0.723
C: -0.227 -2.876 0.838
C: 0.223 4.167 -1.852
C: -0.035 3.341 0.491
C: 2.057 2.821 -0.768
H: 0.073 -4.029 -2.402
H: 0.333 -4.863 -0.863
H: 1.377 -3.495 -1.314
H: -2.762 -2.813 -0.274
H: -2.077 -4.450 -0.171
H: -2.338 -3.710 -1.755
H: 0.807 -2.544 0.984
H: -0.312 -3.889 1.253
H: -0.900 -2.226 1.408
H: 0.926 4.243 -2.703
H: 0.328 5.114 -1.306
H: -0.812 4.122 -2.231
H: -1.129 3.412 0.475
H: 0.358 4.318 0.815
H: 0.254 2.600 1.246
H: 2.338 1.907 -0.227
H: 2.469 3.679 -0.216
H: 2.575 2.809 -1.744
C: -1.500 1.651 -1.511
H: -1.851 0.723 -1.012
H: -1.983 2.500 -1.001
H: -1.907 1.644 -2.547
C: -0.855 -1.549 -2.692
H: -1.323 -2.501 -2.981
H: -1.585 -0.765 -2.971
H: 0.043 -1.451 -3.337
C: -1.051 0.791 4.114
C: 0.298 0.661 3.771
C: 0.665 0.388 2.439
C: -0.327 0.228 1.476
C: -1.681 0.331 1.812
C: -2.039 0.629 3.137
H: -1.334 1.018 5.144
H: 1.074 0.772 4.530
H: 1.722 0.294 2.175
H: -2.459 0.183 1.057
H: -3.095 0.731 3.399

No. 6
ORCA calculation (wB97M-V/def2-TZVPD) on C17H29FN2O9PSe2Tl as an isolated structure.

The frontier orbital gap is 5.4944 eV. As for the charge: -2. The value obtained for the lowest unoccupied orbital energy is 4.21 eV.

Cartesian coordinates (Å):
Tl: -0.616 -0.350 -0.681
O: 3.952 -2.672 -0.401
C: 4.212 -1.999 -1.617
C: 3.200 -0.903 -2.018
C: 3.966 -0.044 -3.042
O: 3.170 0.789 -3.860
C: 2.849 -0.066 -0.785
Se: 1.757 1.560 -1.120
C: 1.963 -1.505 -2.698
Se: 0.925 -2.833 -1.638
H: 3.023 -2.978 -0.470
H: 4.277 -2.716 -2.449
H: 5.201 -1.539 -1.501
H: 4.518 -0.705 -3.721
H: 4.706 0.554 -2.488
H: 2.614 1.300 -3.241
H: 3.776 0.249 -0.301
H: 2.314 -0.690 -0.070
H: 2.272 -1.993 -3.625
H: 1.300 -0.692 -2.992
C: 2.668 -1.046 5.349
C: 2.224 -0.551 3.991
O: 0.798 -0.429 4.007
P: 0.069 -0.273 2.525
O: -0.897 1.009 2.850
C: -0.273 2.297 2.776
C: -0.099 2.875 4.166
O: -1.061 -1.415 2.620
C: -1.951 -1.568 3.738
C: -1.546 -2.777 4.554
H: 3.755 -1.141 5.378
H: 2.228 -2.021 5.561
H: 2.357 -0.351 6.130
H: 2.537 -1.243 3.204
H: 2.675 0.421 3.767
H: -0.916 2.935 2.168
H: 0.685 2.218 2.250
H: -1.050 2.853 4.700
H: 0.234 3.913 4.103
H: 0.631 2.299 4.737
H: -2.951 -1.695 3.323
H: -1.947 -0.659 4.343
H: -1.497 -3.660 3.916
H: -2.281 -2.957 5.342
H: -0.569 -2.621 5.009
F: -3.803 3.933 2.988
C: -4.186 2.641 3.057
C: -3.953 1.795 2.046
N: -4.318 0.478 2.080
C: -4.013 -0.357 0.906
C: -4.309 0.418 -0.412
O: -5.407 1.003 -0.442
O: -3.411 0.356 -1.279
C: -4.971 -0.046 3.161
O: -5.319 -1.208 3.271
N: -5.207 0.865 4.183
C: -4.859 2.208 4.257
O: -5.126 2.879 5.239
H: -3.461 2.123 1.140
H: -4.645 -1.239 0.972
H: -2.967 -0.660 0.960
H: -5.684 0.486 4.987